C37H96N7O34P5 | wB97M-V/def2-TZVPD

Calculated values
SMILES = CCOP(=O)(OCC)OCC.CCOP(=O)(OCC)OCC.CCOP(=O)(OCC)OCC.CCOP(=O)(OCC)OCC.CCOP(=O)(OCC)OCC.C[N+](=O)[O-].C[N+](=O)[O-].C[N+](=O)[O-].C[N+](=O)[O-].C[N+](=O)[O-].C[N+](=O)[O-].C[N+](=O)[O-]
HOMO = -10.39 eV
HOMO-LUMO gap = 9.472 eV
energy relative to the best compared isomer or geometry (same formula, charge and spin) = 156.1 kJ/mol

The geometry in ORCA input format:
```
! RIJCOSX wB97M-V def2-TZVPD def2/J DEFGRID3
* xyz 0 1
P -29.24 -16.28 -11.57
P -32.19 -11.96 -6.99
P -24.79 -9.12 -13.20
P -27.78 -7.63 -3.11
P -29.67 -5.14 -10.96
O -25.69 -11.91 -6.84
O -26.35 -15.19 -9.29
O -29.67 -15.52 -5.69
O -27.44 -10.92 -9.00
O -30.20 -16.99 -12.41
O -24.33 -15.93 -9.20
O -28.05 -12.85 -9.69
O -20.73 -12.83 -9.56
O -23.63 -10.06 -13.76
O -31.81 -11.44 -5.56
O -27.90 -14.32 -5.62
O -28.99 -7.25 -2.41
O -27.00 -8.87 -2.47
O -24.57 -7.82 -14.10
O -26.60 -6.51 -3.17
O -26.17 -9.75 -13.72
O -21.97 -9.16 -9.85
O -27.98 -8.06 -4.63
O -31.87 -10.87 -8.11
O -22.73 -13.09 -8.76
O -24.71 -8.83 -11.75
O -33.78 -11.99 -7.01
O -28.75 -17.02 -10.23
O -30.07 -5.90 -9.60
O -21.91 -9.00 -7.70
O -24.47 -14.07 -13.11
O -24.58 -16.08 -12.42
O -31.56 -13.26 -7.28
O -27.82 -15.92 -12.24
O -24.51 -12.07 -5.07
O -29.76 -3.68 -10.88
O -30.67 -5.87 -11.98
O -28.27 -5.73 -11.38
O -29.75 -14.85 -11.07
N -21.83 -13.35 -9.54
N -25.53 -16.09 -9.25
N -22.49 -9.19 -8.75
N -27.22 -11.96 -9.60
N -24.49 -15.27 -13.32
N -25.13 -12.55 -5.99
N -28.76 -14.94 -6.21
C -27.75 -18.86 -9.09
C -27.43 -10.34 -0.64
C -30.63 -6.04 -7.28
C -27.30 -13.52 -12.47
C -23.93 -9.55 -8.70
C -28.01 -7.11 -11.69
C -30.66 -5.58 -13.38
C -30.93 -10.56 -10.29
C -30.67 -11.07 -8.91
C -27.67 -14.84 -13.17
C -34.41 -12.67 -8.13
C -26.89 -8.61 -5.39
C -26.28 -11.19 -13.85
C -27.62 -7.87 -10.43
C -28.71 -14.90 -7.68
C -22.31 -9.95 -13.24
C -31.62 -6.51 -14.07
C -32.16 -14.62 -11.23
C -26.05 -17.47 -9.06
C -25.75 -11.54 -15.24
C -26.92 -8.98 -1.04
C -21.92 -11.20 -12.47
C -26.95 -5.15 -3.41
C -27.57 -4.90 -4.79
C -25.20 -14.04 -6.04
C -31.41 -9.01 -5.51
C -34.86 -14.04 -7.74
C -32.32 -10.15 -5.11
C -25.88 -12.14 -10.24
C -30.39 -5.11 -8.43
C -24.66 -6.51 -13.53
C -28.78 -18.46 -10.10
C -22.10 -14.37 -10.57
C -23.45 -5.66 -13.95
C -30.93 -14.68 -10.30
C -24.64 -15.74 -14.71
C -27.26 -8.45 -6.85
H -31.21 -7.51 -13.90
H -32.62 -6.48 -13.63
H -29.81 -18.74 -9.87
H -31.20 -9.14 -6.58
H -28.55 -18.91 -11.07
H -31.11 -15.53 -9.63
H -27.55 -3.81 -4.91
H -27.51 -7.40 -7.04
H -27.32 -8.89 -10.65
H -28.27 -8.81 -7.07
H -26.03 -12.91 -10.98
H -22.58 -6.19 -13.56
H -26.96 -5.22 -5.63
H -25.25 -12.46 -9.41
H -25.39 -12.56 -15.31
H -28.00 -19.85 -8.71
H -27.66 -4.81 -2.66
H -31.64 -11.20 -10.83
H -24.97 -10.87 -15.57
H -26.71 -7.41 -10.03
H -30.48 -5.54 -6.33
H -28.60 -5.25 -4.84
H -29.88 -10.56 -8.36
H -31.85 -8.02 -5.37
H -24.52 -8.72 -9.08
H -26.90 -15.22 -13.85
H -26.56 -8.89 -7.55
H -31.00 -4.55 -13.54
H -21.32 -14.36 -11.32
H -26.79 -18.88 -9.61
H -26.87 -11.15 -1.12
H -24.60 -14.92 -15.42
H -25.57 -14.41 -5.09
H -28.37 -7.87 -9.64
H -22.69 -11.49 -11.74
H -24.07 -10.52 -9.17
H -27.65 -18.10 -8.32
H -27.34 -11.46 -13.78
H -24.20 -14.38 -6.30
H -28.09 -13.08 -11.88
H -32.07 -15.28 -12.09
H -30.44 -9.12 -5.04
H -26.03 -4.57 -3.35
H -33.73 -12.62 -8.99
H -33.09 -14.90 -10.73
H -25.87 -8.82 -0.79
H -25.55 -6.04 -13.94
H -27.04 -17.52 -9.52
H -30.93 -13.80 -9.66
H -27.53 -8.26 -0.49
H -24.74 -6.50 -12.44
H -35.13 -14.61 -8.63
H -27.71 -15.14 -8.03
H -25.95 -8.11 -5.13
H -29.64 -5.68 -13.75
H -28.58 -14.65 -13.75
H -30.35 -12.11 -8.93
H -20.96 -11.15 -11.96
H -32.30 -13.60 -11.59
H -28.85 -7.53 -12.24
H -23.39 -5.55 -15.03
H -27.13 -7.14 -12.32
H -26.00 -17.72 -8.01
H -29.59 -4.38 -8.29
H -21.55 -9.68 -13.97
H -23.75 -16.35 -14.92
H -29.94 -6.89 -7.33
H -29.52 -15.45 -8.12
H -26.85 -12.89 -13.24
H -27.32 -10.50 0.44
H -25.90 -14.28 -6.83
H -31.32 -9.54 -10.31
H -28.49 -10.49 -0.85
H -31.29 -4.53 -8.66
H -34.13 -14.61 -7.17
H -24.22 -9.66 -7.66
H -21.93 -12.15 -13.03
H -25.45 -16.45 -14.81
H -28.90 -13.86 -7.96
H -26.75 -9.67 -5.16
H -22.18 -15.35 -10.11
H -25.77 -11.74 -13.05
H -26.61 -11.36 -15.90
H -26.54 -13.79 -11.72
H -32.36 -10.26 -4.03
H -23.10 -14.16 -10.95
H -22.29 -9.14 -12.50
H -33.33 -9.95 -5.45
H -31.64 -6.46 -7.28
H -30.01 -10.57 -10.88
H -35.77 -13.97 -7.14
H -31.77 -6.30 -15.13
H -25.43 -18.09 -9.71
H -23.52 -4.72 -13.40
H -35.23 -12.01 -8.40
H -25.69 -11.15 -10.66
*
```